No. 1
# C35H53ClFN9O5P

A cluster of 6 separate species, C35H53ClFN9O5P in total (ωB97M-V with the def2-TZVPD basis set, the OMol25 dataset).

```
105
C35H53ClFN9O5P | the OMol25 dataset | ωB97M-V with the def2-TZVPD basis set
C -2.618 2.665 -2.592
C -2.147 1.082 -2.378
C -1.094 0.981 -1.126
C -1.732 1.522 0.322
C -0.735 0.858 1.487
C -1.181 -0.433 2.393
C -2.610 -1.309 2.389
C -2.431 -2.888 2.210
C -3.748 -3.846 2.139
C -5.102 -2.951 2.280
C -4.984 -1.366 2.493
N -3.811 -0.450 2.558
N 0.074 -0.646 3.223
P 0.363 -1.950 4.445
O 1.950 -2.592 3.972
Cl 0.396 -1.182 6.426
C 1.158 0.406 2.907
C 2.670 0.558 3.605
O 2.869 0.412 4.941
N 3.931 0.893 2.799
C 5.111 1.167 3.751
O 6.062 0.204 3.849
F 5.190 2.481 4.478
N 0.663 1.336 1.821
C 1.287 2.523 1.123
O 1.305 3.645 2.104
O 0.077 4.129 2.239
H -3.026 2.794 -3.702
H -3.471 2.848 -1.804
H -1.740 3.419 -2.341
H -3.119 0.474 -2.048
H -1.670 0.629 -3.354
H -0.886 -0.180 -0.939
H -0.033 1.454 -1.336
H -1.628 2.685 0.437
H -2.852 1.182 0.454
H -1.358 -3.364 2.128
H -3.731 -5.005 1.980
H -6.158 -3.472 2.242
H -6.029 -0.798 2.627
H 1.863 -2.789 2.975
H 3.795 1.831 2.319
H 2.350 2.223 0.732
H 0.683 2.918 0.191
H -0.441 3.562 2.906
C -2.739 -5.620 8.194
C -2.166 -4.280 7.744
C -3.095 -3.525 6.791
C -3.330 -4.354 5.539
N -3.525 -5.041 4.500
H -2.883 -6.302 7.350
H -2.056 -6.110 8.894
H -3.704 -5.485 8.696
H -1.197 -4.454 7.259
H -1.977 -3.660 8.627
H -2.646 -2.567 6.509
H -4.057 -3.320 7.274
C -3.451 -2.913 -2.845
C -4.167 -3.260 -4.147
C -3.421 -2.763 -5.387
C -3.292 -1.249 -5.337
N -3.186 0.006 -5.296
H -3.371 -1.830 -2.704
H -4.004 -3.311 -1.989
H -2.441 -3.339 -2.827
H -5.175 -2.829 -4.122
H -4.282 -4.347 -4.210
H -3.966 -3.048 -6.293
H -2.421 -3.208 -5.438
C -0.052 -7.218 -1.673
C -0.151 -6.147 -2.755
C 0.693 -4.909 -2.445
C 0.219 -4.277 -1.146
N -0.175 -3.753 -0.069
H -0.434 -6.858 -0.712
H -0.647 -8.094 -1.951
H 0.986 -7.540 -1.534
H -1.203 -5.860 -2.875
H 0.178 -6.574 -3.709
H 0.599 -4.178 -3.255
H 1.750 -5.177 -2.350
C 1.937 7.671 -1.453
C 3.069 6.696 -1.149
C 2.988 5.413 -1.978
C 1.684 4.691 -1.682
N 0.602 4.092 -1.435
H 0.959 7.245 -1.208
H 2.051 8.584 -0.859
H 1.935 7.952 -2.513
H 3.047 6.449 -0.080
H 4.026 7.190 -1.346
H 3.827 4.753 -1.734
H 3.037 5.642 -3.048
C 5.814 4.110 -4.729
C 5.716 5.181 -5.811
C 6.559 6.419 -5.501
C 6.085 7.051 -4.202
N 5.692 7.575 -3.125
H 5.433 4.470 -3.768
H 5.219 3.234 -5.007
H 6.852 3.788 -4.590
H 4.664 5.468 -5.931
H 6.044 4.754 -6.765
H 6.465 7.150 -6.311
H 7.617 6.151 -5.406
```

Results
LUMO level in eV: -4.55
Total charge: +1
Energy in Ha: -3134.85125
Highest occupied orbital energy in eV: -11.3
Kohn-Sham gap in eV: 6.73

No. 2
# C3H5NO2

A structure of composition C3H5NO2 (ωB97M-V with the def2-TZVPD basis set, the OMol25 dataset).

```
11
C3H5NO2 | the OMol25 dataset | ωB97M-V with the def2-TZVPD basis set
N -0.505 -1.669 0.484
C -1.382 -1.229 -0.191
O -1.222 0.496 -0.680
C -0.303 1.090 -0.033
C 1.446 0.049 0.129
O 2.215 0.494 0.939
H 0.393 -0.584 0.483
H -2.313 -1.418 -0.696
H -0.414 1.294 1.041
H 0.325 1.788 -0.599
H 1.760 -0.312 -0.877
```

Results
Energy above the lowest of the compared OMol25 structures with the same formula, charge and spin in kJ/mol: 518.66
LUMO level in eV: -0.50
Energy in Ha: -322.37679
Highest occupied orbital energy in eV: -9.4
Kohn-Sham gap in eV: 8.85

No. 3
# C2HNS2

A structure of composition C2HNS2 (ωB97M-V with the def2-TZVPD basis set, the OMol25 dataset).

```
6
C2HNS2 | the OMol25 dataset | ωB97M-V with the def2-TZVPD basis set
C 0.446 0.060 0.000
C -0.449 1.199 -0.017
H -0.015 -2.279 0.098
N -1.209 2.037 -0.020
S -0.822 -1.183 -0.034
S 2.049 0.165 -0.027
```

Results
Energy above the lowest of the compared OMol25 structures with the same formula, charge and spin in kJ/mol: 0.00
LUMO level in eV: -1.55
Energy in Ha: -927.89013
Highest occupied orbital energy in eV: -9.9
Kohn-Sham gap in eV: 8.32

No. 4
# C6H9Cl2N2

The ion C6H9Cl2N2 with charge +1 (ωB97M-V with the def2-TZVPD basis set, the OMol25 dataset).

```
19
C6H9Cl2N2 | the OMol25 dataset | ωB97M-V with the def2-TZVPD basis set
N -0.757 -3.096 -0.123
C -0.718 -1.723 -0.015
C -1.941 -1.069 0.491
C -2.673 -0.183 -0.144
Cl -3.948 0.588 0.782
Cl -2.435 0.530 -1.645
C 0.325 -1.011 -0.613
C 0.649 0.333 -0.439
C 0.069 1.289 0.299
N 0.795 2.593 0.275
H -1.716 -3.456 -0.029
H -0.070 -3.861 -0.569
H -2.457 -1.460 1.408
H 1.147 -1.577 -1.034
H 1.592 0.590 -0.908
H -0.713 1.401 1.030
H 1.570 2.298 -0.344
H 1.146 2.941 1.158
H 0.264 3.230 -0.263
```

Results
Energy above the lowest of the compared OMol25 structures with the same formula, charge and spin in kJ/mol: 89.85
LUMO level in eV: -3.62
SMILES: N/C(C=C(Cl)Cl)=C/C=C/[NH3+]
Total charge: +1
Energy in Ha: -1263.59104
Highest occupied orbital energy in eV: -11.6
Kohn-Sham gap in eV: 7.96

No. 5
# C26H59ClO13P2S

A cluster of 5 separate species, C26H59ClO13P2S in total (ωB97M-V with the def2-TZVPD basis set, the OMol25 dataset).

```
102
C26H59ClO13P2S | the OMol25 dataset | ωB97M-V with the def2-TZVPD basis set
C 3.621 -1.218 1.698
C 3.724 -0.362 0.422
C 2.454 0.438 0.130
C 1.249 -0.444 -0.201
C 0.172 0.370 -0.912
C -1.168 -0.301 -1.201
Cl -0.918 -2.036 -1.513
O -1.677 0.214 -2.430
C -2.666 1.100 -2.200
O -2.932 2.026 -2.887
O -3.319 0.760 -1.072
C -2.454 -0.001 -0.190
P -3.310 -1.616 0.193
C -5.014 -1.560 -0.474
C -3.438 -2.004 1.988
P -2.197 1.130 1.256
O -3.626 1.090 1.968
O -2.229 2.610 0.644
S -0.741 0.709 2.436
H 4.181 -2.148 1.582
H 2.587 -1.509 1.896
H 4.017 -0.694 2.567
H 4.548 0.345 0.550
H 3.950 -1.008 -0.431
H 2.202 1.065 0.992
H 2.639 1.086 -0.734
H 0.844 -0.890 0.706
H 1.553 -1.278 -0.836
H 0.569 0.651 -1.891
H 0.004 1.302 -0.364
H -5.070 -2.271 -1.295
H -5.330 -0.579 -0.831
H -5.720 -1.884 0.292
H -2.838 -2.896 2.158
H -4.476 -2.258 2.211
H -3.101 -1.225 2.666
H -3.500 1.252 2.912
H -1.531 2.798 0.005
C 4.428 -0.211 8.061
O 5.559 0.525 7.637
C 6.176 0.002 6.472
C 5.789 0.767 5.227
O 4.411 0.631 4.920
C 3.612 1.727 5.318
H 3.910 0.392 8.806
H 3.746 -0.417 7.232
H 4.727 -1.159 8.522
H 5.927 -1.057 6.350
H 7.258 0.083 6.611
H 6.348 0.373 4.373
H 6.053 1.824 5.338
H 3.781 2.591 4.666
H 3.803 2.017 6.354
H 2.573 1.413 5.221
C -3.297 3.435 -5.629
O -4.218 3.334 -6.706
C -4.980 4.507 -6.916
C -4.447 5.337 -8.064
O -3.158 5.860 -7.796
C -2.109 5.127 -8.399
H -2.623 2.585 -5.698
H -2.717 4.360 -5.692
H -3.815 3.395 -4.670
H -5.013 5.113 -6.004
H -6.003 4.198 -7.154
H -5.118 6.187 -8.227
H -4.434 4.735 -8.980
H -2.071 5.314 -9.478
H -2.216 4.054 -8.225
H -1.177 5.469 -7.951
C -8.148 -4.143 -2.032
O -7.290 -4.341 -0.923
C -7.972 -4.702 0.266
C -7.892 -6.188 0.538
O -8.573 -6.946 -0.445
C -7.720 -7.521 -1.417
H -7.522 -4.103 -2.922
H -8.866 -4.960 -2.137
H -8.692 -3.197 -1.942
H -9.019 -4.386 0.219
H -7.494 -4.168 1.095
H -8.369 -6.395 1.502
H -6.844 -6.498 0.605
H -7.169 -8.371 -0.999
H -7.007 -6.792 -1.810
H -8.350 -7.877 -2.230
C 9.031 1.710 2.862
O 7.747 1.453 2.323
C 7.487 2.138 1.109
C 7.653 1.239 -0.096
O 8.995 0.816 -0.264
C 9.242 -0.496 0.202
H 9.207 0.973 3.645
H 9.812 1.617 2.103
H 9.076 2.711 3.304
H 8.137 3.014 1.017
H 6.450 2.488 1.145
H 7.369 1.798 -0.993
H 6.986 0.375 -0.009
H 8.815 -1.240 -0.479
H 8.831 -0.653 1.203
H 10.322 -0.630 0.235
```

Results
LUMO level in eV: 0.36
SMILES: CCCCC[C@]1(Cl)OC(=O)O[C@]1(P(C)C)P(O)(O)=S.COCCOC.COCCOC.COCCOC.COCCOC
Energy in Ha: -3545.13594
Highest occupied orbital energy in eV: -7.9
Kohn-Sham gap in eV: 8.24

No. 6
# C12H30OSi2

An isolated molecule of C12H30OSi2 (ωB97M-V with the def2-TZVPD basis set, the OMol25 dataset).

```
45
C12H30OSi2 | the OMol25 dataset | ωB97M-V with the def2-TZVPD basis set
C 2.685 -1.639 1.360
C 2.391 -1.898 -0.099
Si 1.749 -0.290 -0.879
C 2.812 1.252 -0.564
C 2.425 1.919 0.732
C 1.805 -0.678 -2.726
C 1.718 0.548 -3.616
O 0.138 0.012 -0.368
Si -1.376 -0.241 0.302
C -1.852 -2.030 0.484
C -3.260 -2.242 1.022
C -2.743 0.794 -0.515
C -2.212 2.135 -0.913
C -1.174 0.512 2.034
C -2.405 1.038 2.663
H 3.451 -0.855 1.452
H 3.066 -2.544 1.875
H 1.766 -1.318 1.868
H 1.563 -2.626 -0.204
H 3.248 -2.310 -0.658
H 2.667 1.878 -1.440
H 3.837 0.892 -0.590
H 2.197 1.216 1.582
H 3.187 2.655 1.132
H 1.526 2.513 0.580
H 0.933 -1.357 -2.799
H 2.750 -1.194 -2.955
H 0.787 1.081 -3.400
H 1.706 0.314 -4.679
H 2.542 1.214 -3.399
H -1.129 -2.470 1.170
H -1.726 -2.519 -0.445
H -3.997 -1.806 0.306
H -3.393 -1.741 1.984
H -3.523 -3.300 1.083
H -2.895 0.191 -1.418
H -3.670 0.817 0.031
H -1.217 2.053 -1.351
H -2.892 2.581 -1.657
H -2.125 2.828 -0.056
H -0.421 1.309 1.960
H -0.695 -0.287 2.621
H -2.198 1.498 3.644
H -3.179 0.259 2.800
H -2.865 1.836 2.048
```

Results
Energy above the lowest of the compared OMol25 structures with the same formula, charge and spin in kJ/mol: 20.86
LUMO level in eV: 0.87
SMILES: CC[Si](CC)(CC)O[Si](CC)(CC)CC
Energy in Ha: -1129.56402
Highest occupied orbital energy in eV: -9.1
Kohn-Sham gap in eV: 9.98

No. 7
# C19H20N4OS

An isolated molecule of C19H20N4OS (ωB97M-V with the def2-TZVPD basis set, the OMol25 dataset).

```
45
C19H20N4OS | the OMol25 dataset | ωB97M-V with the def2-TZVPD basis set
C -2.395 0.450 1.845
C -2.258 -0.034 0.434
C -2.221 -1.396 0.158
C -2.059 -1.862 -1.133
C -1.907 -0.957 -2.180
C -1.630 -1.487 -3.536
O -2.197 -2.447 -4.001
C -0.471 -0.824 -4.256
S 1.034 -1.451 -3.423
C 1.134 -0.296 -2.125
N 0.741 0.948 -2.148
N 0.965 1.462 -0.933
C 1.491 0.535 -0.175
C 1.891 0.721 1.213
C 2.702 1.805 1.532
C 3.123 2.018 2.830
C 2.725 1.142 3.828
C 1.894 0.081 3.533
C 1.452 -0.145 2.229
N 0.637 -1.225 1.948
N 1.627 -0.625 -0.895
C 2.234 -1.872 -0.528
C -1.984 0.406 -1.913
C -2.160 0.880 -0.622
C -2.184 2.352 -0.368
H -3.306 1.036 1.960
H -2.438 -0.386 2.540
H -1.555 1.091 2.111
H -2.324 -2.107 0.968
H -2.020 -2.921 -1.340
H -0.413 -1.155 -5.292
H -0.445 0.259 -4.171
H 2.999 2.472 0.737
H 3.757 2.859 3.063
H 3.054 1.294 4.845
H 1.568 -0.589 4.316
H 0.175 -1.625 2.749
H 0.034 -1.131 1.144
H 2.712 -1.765 0.443
H 1.480 -2.660 -0.478
H 2.978 -2.149 -1.277
H -1.911 1.119 -2.720
H -2.270 2.898 -1.303
H -1.250 2.651 0.108
H -3.010 2.629 0.284
```

Results
Energy above the lowest of the compared OMol25 structures with the same formula, charge and spin in kJ/mol: 36.72
LUMO level in eV: 0.52
SMILES: Cc1ccc(C(=O)CSc2nnc(-c3ccccc3N)n2C)cc1C
Energy in Ha: -1428.49506
Highest occupied orbital energy in eV: -8.2
Kohn-Sham gap in eV: 8.72

No. 8
# C25H27BN5O6S2Tl

A structure of composition C25H27BN5O6S2Tl (ωB97M-V with the def2-TZVPD basis set, the OMol25 dataset).

```
67
C25H27BN5O6S2Tl | the OMol25 dataset | ωB97M-V with the def2-TZVPD basis set
Tl -0.353 0.271 -0.281
C -1.765 -1.435 4.108
C -1.892 -0.423 2.955
O -0.965 0.237 2.482
N -3.180 -0.324 2.566
C -3.658 0.566 1.565
C -3.963 -0.180 0.260
C -4.438 0.537 -0.880
C -4.622 -0.243 -2.022
C -4.305 -1.583 -2.044
C -3.850 -2.172 -0.876
N -3.738 -1.470 0.240
H -0.734 -1.560 4.375
H -2.248 -2.391 3.808
H -2.285 -1.004 4.997
H -3.777 -0.823 3.124
H -2.952 1.334 1.390
H -4.516 1.158 1.943
H -4.721 1.582 -0.792
H -4.976 0.160 -2.939
H -4.471 -2.182 -2.945
H -3.596 -3.230 -0.780
C -0.871 1.672 -5.430
C -0.191 1.015 -4.271
N -0.285 1.550 -3.117
O -0.775 2.793 -3.184
C 0.529 -0.300 -4.308
C 0.269 -1.107 -5.487
N 1.296 -0.616 -3.360
O 1.914 -1.860 -3.597
H -1.870 1.901 -5.004
H -1.015 1.054 -6.285
H -0.372 2.584 -5.797
H -1.091 2.920 -2.244
H 0.475 -0.516 -6.369
H -0.758 -1.453 -5.457
H 0.853 -2.021 -5.485
S -1.799 2.733 -0.335
C -0.505 3.065 0.860
N 0.633 2.440 0.788
C 1.394 2.689 1.860
C 2.650 2.106 2.092
C 3.353 2.508 3.197
C 2.874 3.517 4.069
C 1.649 4.062 3.888
C 0.908 3.613 2.784
S -0.659 4.120 2.313
H 3.100 1.386 1.434
H 4.284 2.009 3.411
H 3.477 3.901 4.822
H 1.304 4.851 4.511
O -0.721 1.591 5.117
H -0.215 2.398 5.392
H -0.713 1.543 4.134
O 3.669 -3.159 -2.537
B 2.627 -2.276 -2.484
O 2.273 -1.947 -1.208
C 3.189 -2.605 -0.409
C 3.243 -2.648 0.944
C 4.291 -3.407 1.548
C 5.105 -4.174 0.742
C 4.994 -4.205 -0.673
C 3.995 -3.368 -1.218
H 2.582 -2.067 1.599
H 4.435 -3.517 2.614
H 5.887 -4.749 1.164
H 5.590 -4.852 -1.280
```

Results
Energy above the lowest of the compared OMol25 structures with the same formula, charge and spin in kJ/mol: 38.46
LUMO level in eV: 0.44
Energy in Ha: -2687.88292
Highest occupied orbital energy in eV: -7.7
Kohn-Sham gap in eV: 8.18